[1]
17
Properties=species:S:1:pos:R:3:forces:R:3 method="wB97M-V/def2-TZVPD" relative_energy_kj_mol=40.8 homo_lumo_gap_ev=8.778 e_lumo_ev=-0.9363 largest_force_ev_per_a=3.91 smiles="C[C@]1(Cl)CC=NC(Cl)=C1C#N" molar_mass_g_mol=189.05 spin_multiplicity=1
Cl 0.423562 -0.723587 -2.138223 0.1 -0.1 0.2
Cl -3.488369 0.738115 0.424263 0.6 -0.9 0.2
N -2.004723 -2.716583 0.855303 -1.2 -2.8 1.0
N -1.359571 1.871340 -0.327206 0.7 0.4 -1.0
C -1.011973 -0.512354 0.116729 -0.6 1.2 0.4
C -1.788082 0.595259 0.074427 -0.1 1.2 0.2
C -0.107747 2.112117 -0.482126 -1.0 -2.0 0.7
C -1.524365 -1.733850 0.586910 0.7 1.9 -1.2
C 0.395693 -0.375739 -0.331759 1.8 0.4 -0.4
C 1.437255 -1.293734 0.426432 -2.6 -0.1 -2.9
C 0.874744 1.056524 -0.129457 2.0 -0.4 1.4
H 1.229705 -2.302732 -0.071300 0.4 0.9 1.9
H 1.866292 1.192305 -0.592984 -0.6 0.0 -0.5
H 1.253338 1.039165 0.961323 -1.2 0.7 -1.1
H 0.224538 3.004132 -0.960605 0.0 0.9 0.0
H 1.153898 -0.971872 1.412056 0.3 -1.3 1.0
H 2.425798 -0.978512 0.176223 0.6 0.2 -0.1

***

[2]
17
Properties=species:S:1:pos:R:3:forces:R:3 method="wB97M-V/def2-TZVPD" relative_energy_kj_mol=119.1 homo_lumo_gap_ev="8.023 / 8.024" e_lumo_ev="-0.4431 / -0.4433" largest_force_ev_per_a=3.00 molar_mass_g_mol=209.10 spin_multiplicity=1
Cl 3.099504 2.226366 0.368343 0.0 0.3 0.3
Cl 3.270060 -1.197126 1.422897 0.1 0.2 0.5
S 3.460912 -0.866405 -0.579074 0.1 2.4 0.4
O 2.554647 -1.792716 -1.189592 -0.8 -1.1 -1.1
C 0.549101 0.655685 1.033015 -2.0 -0.2 -1.0
C 0.194004 -0.159868 -1.233984 2.4 -1.2 -0.6
C -0.785341 0.236786 1.341732 0.8 0.2 1.0
C -1.521957 -0.533474 0.452259 2.8 0.1 -0.9
C 0.948129 0.544529 -0.292759 0.3 1.0 1.3
C 2.237245 1.117354 -0.603143 1.0 -2.6 -1.1
C -0.871647 -0.835696 -0.772763 -2.9 -0.4 -0.1
H -2.401871 -1.051888 0.716770 -1.0 -0.1 0.3
H 1.310173 1.150951 1.617268 -0.8 0.0 0.9
H 2.323086 1.314309 -1.649807 0.5 0.3 -0.6
H -1.310917 -1.544727 -1.472022 -0.2 0.0 0.3
H 0.672798 -0.575736 -2.153102 -0.5 1.1 0.5
H -1.225962 0.455350 2.319434 0.3 -0.1 -0.2

***

[3]
17
Properties=species:S:1:pos:R:3:forces:R:3 method="wB97M-V/def2-TZVPD" relative_energy_kj_mol=0.0 homo_lumo_gap_ev=8.999 e_lumo_ev=-0.3819 largest_force_ev_per_a=2.25 smiles="CCC(=O)c1scc(Cl)c1Cl" molar_mass_g_mol=209.10 spin_multiplicity=1
Cl -2.324311 -2.430528 0.287778 1.5 0.4 -0.1
Cl 0.154724 -4.691607 -0.009013 0.1 1.2 0.0
S 1.607864 -0.609329 -0.159537 -1.0 -1.9 -0.5
O -1.991719 0.548239 0.736562 0.4 -0.3 -0.5
C 0.206123 2.748755 0.420423 0.6 0.3 0.2
C -0.974366 0.565764 0.063416 -0.8 0.6 1.3
C -0.138203 -0.660617 -0.030827 -0.3 -1.3 0.6
C -0.625310 -1.974506 0.132185 0.2 0.8 -0.7
C 1.682603 -2.370990 -0.215838 -2.2 0.1 0.5
C 0.416140 -2.951966 -0.029630 1.3 0.7 -0.1
C -0.541447 1.876561 -0.548472 -1.0 -0.2 -0.1
H 2.571655 -2.954749 -0.366775 0.3 0.2 0.1
H -0.333019 2.997295 1.333464 -0.2 0.0 -0.2
H 0.560384 3.656169 -0.080761 -0.2 -0.1 0.2
H 0.097332 1.644475 -1.370103 0.4 0.2 -1.0
H -1.451359 2.408917 -0.860385 0.2 -0.4 -0.2
H 1.082909 2.198115 0.697514 0.8 -0.1 0.5

***

[4]
18
Properties=species:S:1:pos:R:3:forces:R:3 method="wB97M-V/def2-TZVPD" relative_energy_kj_mol=0.0 homo_lumo_gap_ev=9.199 e_lumo_ev=-0.3872 largest_force_ev_per_a=3.97 molar_mass_g_mol=316.55 spin_multiplicity=1
I -3.039947 -1.681936 -0.019216 -0.1 -0.7 0.1
Cl -0.603446 2.380792 0.082895 -0.6 0.7 0.1
S -2.391727 1.295548 0.198337 1.9 1.5 -1.9
O -3.306597 1.914522 -0.687745 -0.4 -0.1 -0.4
O -2.681121 1.210669 1.568472 -0.1 -0.8 1.3
C 2.156350 -0.323920 -0.931044 -1.1 0.1 1.6
C 1.555497 -0.604786 1.399985 0.7 -0.3 1.0
C 2.545080 -0.465243 0.454188 -0.5 -0.2 -3.7
C -0.255616 -0.369634 -0.266978 3.7 -1.1 0.9
C -1.648301 -0.183473 -0.601915 -1.0 -0.3 2.2
C 0.164065 -0.562589 1.042339 0.8 0.8 0.6
C 0.816383 -0.300385 -1.221482 -1.4 0.1 -0.6
H -0.616647 -0.432166 1.791317 0.4 -0.6 0.3
H 3.617736 -0.570686 0.476878 0.1 0.1 1.4
H -1.736939 -0.176937 -1.622361 -0.7 0.9 -2.5
H 0.605533 -0.179687 -2.279023 -0.5 0.0 0.0
H 2.029113 -0.773190 2.418267 -1.6 0.3 -0.9
H 2.790578 -0.176904 -1.802908 0.5 -0.2 0.6

***

[5]
16
Properties=species:S:1:pos:R:3:forces:R:3 method="wB97M-V/def2-TZVPD" relative_energy_kj_mol=0.0 homo_lumo_gap_ev=8.049 charge=+1 e_lumo_ev=-6.1765 largest_force_ev_per_a=7.37 smiles=N#[N+]c1ccccc1CCl molar_mass_g_mol=153.59 spin_multiplicity=1
Cl -3.101055 -1.236966 0.981179 -0.3 -0.3 0.5
N -2.464099 0.529791 -1.279513 -4.2 1.4 0.4
N -3.570729 0.660297 -1.181247 1.6 -0.4 -0.9
C -0.738810 -0.192303 0.713471 -4.2 2.9 -5.2
C -1.789121 -0.235781 1.689941 -1.7 0.4 1.5
C -1.203313 0.469649 -1.000448 4.7 -3.4 4.5
C 1.138580 0.189288 -1.548652 0.8 -0.7 -1.1
C 0.487842 -0.502648 0.710605 6.2 -1.8 1.5
C 1.457313 -0.379321 -0.378274 -0.3 1.0 1.1
C -0.180258 0.454662 -1.926132 -0.6 0.0 4.1
H -1.491050 -0.770019 2.605817 0.2 0.4 -0.3
H 0.947497 -0.836026 1.695821 -0.8 0.2 -1.2
H 2.549855 -0.455477 -0.284028 -0.7 -0.7 0.9
H -0.518612 0.945042 -2.714463 -0.5 1.5 -4.6
H 2.024897 0.276431 -2.171242 -0.8 0.5 -0.7
H -2.226360 0.767523 1.992829 0.6 -1.2 -0.5

***

[6]
19
Properties=species:S:1:pos:R:3:forces:R:3 method="wB97M-V/def2-TZVPD" relative_energy_kj_mol=18.7 homo_lumo_gap_ev="8.004 / 8.173" charge=+2 e_lumo_ev="-8.4427 / -8.2818" largest_force_ev_per_a=6.11 molar_mass_g_mol=318.10 spin_multiplicity=8
Eu 0.000386 0.039458 -2.204838 0.0 1.7 0.1
O 0.001226 4.300794 -4.112682 0.0 -3.3 1.2
O -2.931847 -1.442707 -3.859531 3.8 2.1 1.7
O 2.931161 -1.445178 -3.856701 -3.5 2.0 1.6
N -0.000427 -0.462883 0.047906 0.0 0.1 0.6
N -0.000202 -0.022177 2.193595 0.0 -0.4 -0.6
C 0.000958 3.230712 -3.706163 0.0 3.0 -1.1
C -0.001232 -1.411952 2.066134 0.0 0.1 -0.1
C -0.001452 -1.683335 0.730180 0.0 0.8 -0.3
C 0.000495 0.713083 3.454177 0.0 -0.2 0.6
C 0.000445 0.522693 0.960346 0.0 -1.8 0.8
C -1.999552 -0.930102 -3.419283 -4.9 -2.7 -2.4
C 2.001049 -0.932801 -3.418175 4.7 -2.6 -2.3
H -0.002213 -2.612086 0.148074 0.0 0.4 0.7
H -0.001876 -2.103814 2.911981 0.0 0.6 -0.3
H 0.001282 1.581439 0.756221 0.0 0.1 0.2
H 0.889597 0.439035 4.035517 -0.2 0.2 -0.2
H 0.001311 1.779373 3.237845 0.0 -0.1 0.1
H -0.889108 0.440450 4.035390 0.2 0.2 -0.2

***

[7]
15
Properties=species:S:1:pos:R:3:forces:R:3 method="wB97M-V/def2-TZVPD" relative_energy_kj_mol=196.9 homo_lumo_gap_ev=8.188 e_lumo_ev=0.6379 largest_force_ev_per_a=4.65 molar_mass_g_mol=128.12 spin_multiplicity=1
F 3.965097 -0.522238 -0.692031 -1.0 0.6 -0.2
F 3.291395 0.408966 1.158668 -0.1 -0.1 -1.5
C 1.644745 0.446677 -0.574280 -1.6 4.2 -1.3
C 1.210074 -0.871313 -0.400386 1.3 -0.5 0.2
C 2.933794 0.099814 -0.128745 -0.2 -1.3 2.7
C -0.632976 1.323297 -0.301581 0.7 -1.1 0.1
C 0.024386 -1.031034 0.490317 -0.2 0.1 0.5
C -0.967340 0.095183 0.116539 1.5 0.4 0.8
C 0.827605 1.577959 -0.451190 0.2 -0.7 0.4
H -1.999465 -0.019381 0.208362 -1.6 -1.0 0.4
H -0.522330 -1.906285 0.223051 -0.1 -1.1 -0.3
H 1.158616 2.581365 -0.192519 0.5 -0.3 -0.3
H 0.341277 -1.246987 1.576757 -0.8 1.0 -1.2
H -1.538838 1.956877 -0.428042 1.5 0.2 -0.3
H 1.638781 -1.627381 -1.037591 -0.2 -0.4 0.0

***

[8]
20
Properties=species:S:1:pos:R:3:forces:R:3 method="wB97M-V/def2-TZVPD" homo_lumo_gap_ev=9.918 e_lumo_ev=0.0281 largest_force_ev_per_a=3.46 molar_mass_g_mol=240.25 spin_multiplicity=1
S 1.784293 1.173126 1.814971 0.4 2.2 -2.6
S -0.887954 0.411864 1.667179 -2.3 -0.9 -1.2
F 0.104038 1.941843 -0.282138 0.1 -0.1 0.8
F 2.561885 2.334557 0.937510 -0.6 -0.6 0.4
O 1.856873 1.703025 3.100801 0.4 0.4 1.9
O 0.089979 -0.088041 2.629572 0.7 -1.2 1.6
O 2.421286 0.018220 1.302083 0.2 -0.3 0.3
C 0.457266 -1.611367 -1.473338 -1.7 0.4 0.0
C 0.335322 -1.296413 -0.125294 1.6 0.9 -0.2
C -1.883315 -0.312357 -0.657099 -1.3 -1.6 -1.6
C -0.822046 -0.561564 0.139825 1.5 0.6 2.7
C -0.601353 -1.417322 -2.360710 -1.8 0.6 0.3
C 0.097457 1.740235 1.064792 1.0 2.6 0.1
C -1.848483 -0.898901 -1.940792 1.5 0.0 1.7
H -0.150441 2.764929 1.601650 0.7 -2.1 -0.9
H 1.290098 -1.306296 0.558558 -2.6 -0.3 -1.3
H -2.765538 -1.094455 -2.442971 -0.4 0.5 -0.9
H -0.566929 -1.604553 -3.416993 0.5 -0.6 -0.2
H -2.797932 0.084583 -0.223659 0.1 0.3 -0.2
H 1.325494 -1.981113 -1.893947 1.8 -0.8 -0.4

***

[9]
22
Properties=species:S:1:pos:R:3:forces:R:3 method="wB97M-V/def2-TZVPD" relative_energy_kj_mol=0.0 homo_lumo_gap_ev=6.346 charge=+3 e_lumo_ev=-15.1590 largest_force_ev_per_a=10.31 molar_mass_g_mol=394.61 spin_multiplicity=1
Hf 0.063143 0.650768 -0.999140 4.3 -1.3 1.3
O -0.764574 2.002181 1.995016 2.0 -2.4 -6.5
O -0.988525 -2.428502 -1.691973 1.9 6.3 1.2
O -3.200114 0.911725 -1.961311 5.6 -0.2 2.6
O 1.342225 -0.754609 0.009374 -1.8 1.8 -1.7
O 3.057872 1.293362 -2.481528 -5.7 -0.3 2.6
O -0.300640 3.008693 -5.827491 0.1 -1.3 1.7
O 2.181777 -0.755809 2.084755 -1.6 -0.4 -1.6
N 0.045928 -1.019846 3.305989 -0.9 -0.1 0.2
C 2.005421 1.220333 -1.994842 6.9 0.7 -3.5
C -0.237483 2.347476 -4.907987 -0.1 1.4 -1.7
C -0.467913 1.609982 0.927852 -3.0 4.3 8.9
C -2.133877 0.877048 -1.497075 -7.1 0.6 -3.4
C 1.260366 -0.944071 1.303417 2.0 0.4 1.9
C -0.658506 -1.324700 -1.486567 -2.8 -8.7 -2.2
C -0.103023 -1.354758 1.870466 0.5 -0.3 0.2
H -0.160123 0.708774 -2.721494 -0.6 -0.1 -1.1
H -0.203317 -0.040185 3.472126 0.2 -0.1 0.4
H 1.055223 -1.135159 3.523372 0.0 0.0 0.2
H -0.262591 -2.427339 1.740186 0.0 0.0 0.1
H -0.554328 -1.593345 3.899019 0.0 -0.2 0.3
H -0.976939 -0.852016 1.437827 0.1 0.0 0.1

***

[10]
16
Properties=species:S:1:pos:R:3:forces:R:3 method="wB97M-V/def2-TZVPD" relative_energy_kj_mol=400.1 homo_lumo_gap_ev=9.496 e_lumo_ev=-0.8382 largest_force_ev_per_a=4.79 molar_mass_g_mol=134.14 spin_multiplicity=1
O -0.181267 2.441609 0.349763 -0.6 -1.3 0.4
N 0.795825 -0.745029 0.202091 0.5 -0.1 0.7
N 1.312963 0.312111 3.401859 -0.2 -0.2 -0.8
C 0.426501 0.136494 1.018234 -0.4 1.1 -1.5
C -1.799924 1.078733 1.461340 -2.0 -0.3 -0.3
C -0.534631 1.385893 0.830352 1.0 -0.3 0.0
C 0.947096 0.158847 2.316754 0.9 0.1 2.7
C 0.260294 -0.721657 -1.092944 0.2 -2.0 -3.0
C 1.283635 -0.912674 -2.240223 -0.1 -4.7 1.1
C -2.912610 0.687237 1.768485 2.2 1.3 -0.2
H -0.093820 0.214411 -1.419401 -2.0 1.2 0.4
H 0.965333 -0.829930 -3.275779 -1.0 -0.4 0.2
H -0.360520 -1.666939 -1.207062 -0.1 1.6 0.3
H 1.756913 -1.965179 -2.051450 -0.5 1.9 -0.8
H 2.020890 -0.227174 -2.225044 2.8 2.4 0.7
H -3.886675 0.653247 2.163025 -0.6 -0.5 0.1